{"formula": "C38H87F6MnN7O10P", "method": "ωB97M-V with the def2-TZVPD basis set", "elements": ["Mn", "P", "F", "F", "F", "F", "F", "F", "C", "C", "C", "C", "N", "H", "H", "H", "H", "H", "H", "H", "C", "O", "C", "C", "N", "C", "C", "O", "C", "H", "H", "H", "H", "H", "H", "H", "H", "H", "H", "H", "H", "H", "H", "H", "C", "O", "C", "C", "N", "C", "C", "O", "C", "H", "H", "H", "H", "H", "H", "H", "H", "H", "H", "H", "H", "H", "H", "H", "C", "O", "C", "C", "N", "C", "C", "O", "C", "H", "H", "H", "H", "H", "H", "H", "H", "H", "H", "H", "H", "H", "H", "H", "C", "O", "C", "C", "N", "C", "C", "O", "C", "H", "H", "H", "H", "H", "H", "H", "H", "H", "H", "H", "H", "H", "H", "H", "C", "O", "C", "C", "N", "C", "C", "O", "C", "H", "H", "H", "H", "H", "H", "H", "H", "H", "H", "H", "H", "H", "H", "H", "N", "C", "C", "C", "C", "H", "H", "H", "H", "H"], "coordinates": [[0.509439, 1.446512, -1.683109], [-0.212521, -0.305618, -0.133069], [0.610859, -1.039588, 1.059011], [1.126199, 0.504162, -0.480879], [0.025879, -1.488088, -1.193539], [-0.941771, 0.569342, -1.285589], [-1.640011, -1.006308, 0.253991], [-0.450341, 0.901502, 0.917611], [-4.737221, -2.236708, -1.501009], [-4.034721, -1.130008, -0.667269], [-3.228701, -0.121038, -1.509249], [-2.415811, -0.697448, -2.581409], [-1.729251, -1.175508, -3.384569], [-4.995681, -3.074138, -0.852929], [-4.079761, -2.648998, -2.266429], [-5.648931, -1.880808, -1.980829], [-3.364381, -1.670738, 0.000831], [-4.738631, -0.611708, -0.016139], [-2.540011, 0.419242, -0.859729], [-3.933971, 0.620812, -1.883899], [6.556929, 0.025162, -3.415259], [6.218249, -1.356998, -3.423209], [4.889809, -1.598108, -3.729489], [4.135339, -1.949398, -2.477079], [2.760909, -2.410008, -2.846209], [1.971519, -2.371998, -1.637629], [0.745079, -3.218568, -1.745119], [1.151869, -4.549968, -2.104079], [0.223739, -5.585668, -1.778569], [7.587149, 0.313782, -3.206849], [5.933559, 0.571492, -2.707419], [6.376839, 0.444922, -4.404939], [4.801719, -2.392778, -4.470319], [4.443549, -0.789918, -4.308949], [3.941059, -1.116128, -1.801789], [4.659619, -2.729808, -1.925549], [2.719009, -3.395358, -3.063999], [1.602599, -1.354408, -1.509159], [2.552459, -2.598138, -0.743499], [-0.010121, -2.811318, -2.417369], [0.300149, -3.144618, -0.752819], [-0.699031, -5.521048, -2.355129], [-0.042791, -5.508108, -0.724509], [0.655009, -6.575698, -1.926769], [-2.442901, 8.398342, 0.242601], [-2.433921, 7.371762, -0.660729], [-2.514861, 6.004882, -0.186369], [-4.061731, 5.685872, -0.006329], [-4.327191, 4.886772, 1.183271], [-3.665671, 3.617542, 1.197081], [-4.241261, 2.582052, 0.253881], [-3.434531, 1.468602, -0.004659], [-3.067091, 0.708682, 1.196941], [-2.238341, 9.381242, -0.181839], [-1.646491, 8.286832, 0.978411], [-3.364361, 8.634682, 0.774711], [-1.870811, 5.893052, 0.685871], [-2.051241, 5.309852, -0.886429], [-4.411981, 5.367582, -0.988229], [-4.639871, 6.601702, 0.116541], [-3.968981, 5.372892, 1.992881], [-3.816011, 3.222652, 2.201851], [-2.619001, 3.653892, 0.895001], [-4.269701, 3.023162, -0.742469], [-5.266581, 2.278642, 0.465431], [-3.922361, 0.624272, 1.867391], [-2.264461, 1.239672, 1.708731], [-2.785721, -0.318858, 0.966531], [-5.431821, 2.911202, 3.554211], [-4.003571, 3.025312, 3.646261], [-3.376511, 2.477252, 4.781151], [-1.789001, 2.669692, 4.652471], [-1.142991, 1.982142, 3.550631], [-1.315461, 0.513492, 3.468351], [-0.836251, -0.286978, 4.714391], [-1.096721, -1.686258, 4.541271], [-0.293091, -2.260978, 3.551571], [-5.974221, 3.016592, 4.493781], [-5.560771, 1.876702, 3.235961], [-5.844161, 3.662462, 2.880631], [-3.631421, 1.426352, 4.918021], [-3.750721, 3.008122, 5.656501], [-1.343521, 2.431682, 5.618381], [-1.479301, 3.703172, 4.497171], [-1.488211, 2.371352, 2.684941], [-0.847941, 0.173282, 2.544351], [-2.362661, 0.233452, 3.354181], [-1.392891, 0.022782, 5.598861], [0.204839, -0.097888, 4.976081], [0.788479, -2.193698, 3.669031], [-0.515701, -1.852788, 2.565701], [-0.529911, -3.318128, 3.431401], [3.726719, 0.898342, -1.606029], [2.563539, 1.520862, -1.196349], [2.661379, 2.834722, -0.687709], [1.293359, 3.519082, -0.642069], [0.360859, 2.557272, -0.159949], [-0.983341, 3.122122, -0.294619], [-1.582151, 3.163342, -1.735249], [-1.344461, 1.885902, -2.454629], [-2.205721, 1.745072, -3.645849], [4.526169, 1.216292, -0.936779], [3.893049, 1.190262, -2.642939], [3.403329, -0.141258, -1.553439], [3.399039, 3.446412, -1.207109], [3.030599, 2.653702, 0.321751], [1.023949, 4.036202, -1.562999], [1.495949, 4.259182, 0.132091], [0.479289, 2.539742, 0.842931], [-0.997271, 4.135942, 0.105481], [-1.704781, 2.555702, 0.294271], [-1.128221, 3.951672, -2.335749], [-2.642161, 3.404642, -1.656199], [-3.252681, 1.839562, -3.357689], [-2.089241, 0.743002, -4.058629], [-1.905621, 2.414442, -4.452059], [-1.714561, -3.539888, 0.389851], [-0.608241, -4.130398, 0.999091], [0.393049, -3.243428, 1.489121], [1.728099, -3.971118, 1.618261], [2.489029, -4.106728, 0.348841], [3.659229, -4.923148, 0.522301], [4.322079, -5.105428, -0.873639], [3.696149, -6.228678, -1.485959], [4.077119, -6.386078, -2.892709], [-2.487991, -4.300108, 0.280451], [-1.434011, -3.290898, -0.633569], [-2.108341, -2.675068, 0.923831], [0.027619, -2.826378, 2.427541], [0.591459, -2.314118, 0.955131], [1.496529, -4.963048, 2.006281], [2.376499, -3.515858, 2.366881], [1.947539, -4.609398, -0.339789], [3.454839, -5.934918, 0.872521], [4.424789, -4.564798, 1.210491], [5.364179, -5.362478, -0.683729], [4.323519, -4.188318, -1.462709], [3.711639, -7.304458, -3.352169], [5.151919, -6.547538, -2.975399], [3.790379, -5.502718, -3.463299], [5.223369, -1.499948, 0.103301], [5.480709, -0.366178, 0.728961], [4.255299, 0.143102, 1.120691], [3.289619, -0.721118, 0.693581], [3.972019, -1.799138, 0.242821], [5.970419, -2.123468, -0.167299], [6.502399, -0.076018, 0.924861], [4.086869, 1.072242, 1.644851], [2.226289, -0.683188, 0.878761], [3.582589, -2.759848, -0.060149]], "forces_ev_per_a": [[3.05, 7.77, -13.46], [-2.43, -4.18, 3.95], [-1.25, 5.90, -0.91], [1.91, -10.08, 7.37], [-4.04, 6.50, 2.94], [-1.26, -7.09, 5.74], [4.93, 0.29, -0.82], [-0.98, -1.81, 0.05], [-0.01, 0.42, 0.36], [-0.31, -1.66, -0.98], [-0.70, -1.16, -0.46], [-0.29, -2.16, -0.75], [-0.79, 0.32, 0.94], [-0.17, 0.07, 0.05], [0.08, 0.13, -0.04], [0.01, 0.00, -0.06], [-0.61, 0.05, -0.43], [-0.11, 0.08, -0.37], [-1.65, -1.19, -1.74], [0.20, -0.28, -0.49], [-0.66, 0.35, -0.48], [2.11, 0.67, 0.23], [-0.71, -0.10, -0.42], [-1.66, -1.05, -1.42], [0.93, 0.07, 0.14], [0.48, 1.21, -0.83], [0.44, -2.79, -0.20], [-0.09, -0.10, -0.22], [-0.16, 0.34, 0.37], [0.18, -1.04, 0.29], [0.00, 0.02, 0.12], [-0.22, 0.10, -0.22], [0.30, -0.59, 0.22], [-0.21, 0.60, 0.36], [1.42, -1.99, -1.12], [0.34, 0.45, -0.35], [0.65, -0.29, -0.71], [2.05, -0.49, -0.64], [-1.84, -0.14, -1.67], [0.34, -0.95, -0.83], [0.56, -1.95, -0.55], [-0.05, 0.15, -0.26], [-0.08, -0.04, 0.11], [0.36, 0.29, -0.26], [0.48, 1.35, 1.66], [0.36, -1.69, -1.81], [-1.45, 1.84, -0.09], [1.37, 0.85, 0.80], [-0.49, -0.28, -1.10], [-0.34, -1.26, -0.51], [-0.77, 1.06, -1.30], [-0.18, 0.86, 3.67], [-1.59, 1.36, 0.64], [0.23, -0.34, -0.95], [0.08, -0.22, 0.39], [-0.53, -0.81, 0.15], [-0.43, 0.16, 0.77], [-0.25, 0.84, -0.63], [-0.25, -0.97, 0.31], [0.50, 0.37, 0.12], [-0.26, 0.43, 0.03], [1.28, 0.28, -1.33], [-0.36, 0.63, 0.81], [-0.56, 0.29, -0.26], [-0.14, -0.03, 0.43], [-0.29, 0.41, 0.08], [-0.91, -0.31, -0.44], [-1.01, 1.94, 0.69], [0.25, -0.99, 0.59], [-0.50, 0.52, 2.01], [1.32, 0.60, 0.29], [-1.31, 0.11, 0.03], [0.40, -1.24, 0.16], [0.06, -0.33, 1.09], [-0.31, 0.14, -0.37], [0.31, 1.02, 0.95], [-2.35, 1.67, 2.97], [0.42, 0.15, 0.36], [-0.81, 0.04, -0.38], [0.39, -0.24, -0.28], [0.04, -0.27, -0.15], [0.21, 0.04, 0.31], [0.01, -0.46, -0.06], [-0.71, 0.34, 0.14], [-0.03, 0.29, 0.06], [0.12, -0.01, 1.15], [-0.26, -0.09, 0.29], [-0.23, -0.09, -0.07], [0.34, -0.07, -0.32], [0.22, 0.40, 0.60], [-1.28, 1.95, 1.51], [-0.89, -0.08, 1.77], [0.09, 0.64, -1.10], [0.65, 4.21, -1.93], [0.95, 0.05, 0.34], [3.04, 1.09, 0.62], [-1.81, 5.50, 1.65], [-1.37, 0.07, -0.52], [0.83, -0.27, -0.37], [-2.92, 5.99, -4.47], [0.56, 0.36, -0.61], [0.17, -0.63, -0.33], [0.44, -0.11, -0.15], [0.44, 1.60, 0.33], [0.01, 0.02, -0.22], [0.03, 0.57, 0.35], [-0.17, -0.21, -0.16], [-0.46, 0.72, -0.22], [0.47, -0.73, 0.03], [0.17, -0.04, -0.20], [0.92, -0.20, -0.39], [0.07, 0.15, -0.09], [0.04, -0.39, -0.07], [0.20, 0.44, 0.01], [0.28, 0.54, 0.29], [-0.14, 0.53, 0.32], [-0.41, -0.77, -0.35], [0.30, -0.74, 0.68], [2.18, -2.11, -1.40], [-0.56, -0.76, -0.48], [-0.53, -1.26, 2.36], [0.95, -0.80, -1.44], [0.19, -1.22, 1.25], [0.05, 0.08, -1.69], [0.46, 0.09, 1.16], [-0.07, -0.09, 0.31], [-0.48, 0.52, -0.08], [0.02, -0.85, 0.15], [2.78, -3.58, -4.95], [-0.60, -4.91, -0.65], [0.04, -0.40, 0.23], [0.07, 0.37, -0.06], [-0.36, 0.05, -0.12], [-0.24, -0.27, 0.12], [-0.25, 0.75, 0.16], [0.41, -0.02, -0.17], [-0.49, -0.43, -0.13], [-0.83, 0.17, 0.50], [0.36, 0.46, 0.19], [-0.12, -0.05, -0.09], [3.44, -1.39, 0.53], [0.71, 2.66, 1.30], [1.89, 2.19, 1.04], [-1.55, -1.17, 1.48], [-2.20, -2.06, -0.95], [-0.31, -0.10, -0.13], [-0.17, 0.33, -0.13], [0.19, 0.06, 0.06], [1.63, 0.05, 0.02], [1.05, 0.47, 0.85]], "e_homo_ha": [-0.356, -0.356], "spin_multiplicity": 6, "charge": 1, "e_lumo_ev": [-2.81, -3.45], "e_tot_ev": -128602.6728, "gap_ev": [6.9, 6.2]}